# C28H89N3O23

15 unconnected molecules or ions with the total composition C28H89N3O23 (ωB97M-V/def2-TZVPD, the OMol25 dataset).

Last column: Mulliken charge in e.
Element x y z (Å)
1 C -3.202 26.583 -13.999  -1.5983
2 C -1.872 27.152 -13.450  0.7253
3 C -1.467 26.928 -11.979  -0.8241
4 O -2.630 27.202 -11.157  -0.3319
5 C -2.375 26.894 -9.780  -0.7811
6 N -0.805 26.722 -14.345  -0.2953
7 H -3.371 26.948 -15.013  0.2364
8 H -4.070 27.033 -13.516  0.4295
9 H -3.220 25.494 -13.992  0.4333
10 H -2.086 28.214 -13.574  0.2015
11 H -0.733 27.668 -11.661  0.3614
12 H -1.133 25.893 -11.917  0.3620
13 H -1.436 27.324 -9.431  0.3015
14 H -2.329 25.817 -9.619  0.3020
15 H -3.131 27.328 -9.126  0.2551
16 H -0.885 27.269 -15.190  -0.1288
17 H -1.019 25.796 -14.689  0.3326
18 C -0.450 23.089 -19.844  -1.2543
19 C 1.038 23.241 -19.872  2.3281
20 C 1.741 24.134 -18.815  -3.4308
21 O 0.973 25.354 -18.850  1.4863
22 C 1.178 26.180 -17.692  -0.5172
23 N 1.617 21.951 -20.047  -0.6449
24 H -0.886 22.800 -20.800  0.1926
25 H -0.973 24.023 -19.641  0.1803
26 H -0.766 22.420 -19.044  0.0307
27 H 1.295 23.696 -20.829  -0.3468
28 H 2.748 24.383 -19.151  -0.2414
29 H 1.680 23.577 -17.880  0.5951
30 H 0.541 27.064 -17.712  0.0178
31 H 2.223 26.477 -17.595  -0.3972
32 H 0.838 25.641 -16.808  0.5789
33 H 0.907 21.469 -20.581  0.2362
34 H 2.478 22.140 -20.540  -0.0255
35 C -2.055 29.703 -22.157  -1.0532
36 C -1.957 29.271 -23.619  0.8185
37 C -2.417 27.863 -23.921  -1.0819
38 O -1.780 26.836 -23.104  0.0485
39 C -2.110 25.508 -23.394  -0.7622
40 N -2.692 30.222 -24.469  -0.7971
41 H -3.078 29.641 -21.786  0.3683
42 H -1.701 30.723 -22.006  0.4608
43 H -1.489 29.008 -21.538  -0.2388
44 H -0.884 29.262 -23.812  0.1058
45 H -2.328 27.595 -24.974  0.3750
46 H -3.480 27.747 -23.709  0.4242
47 H -1.950 25.239 -24.438  0.3991
48 H -3.182 25.415 -23.218  0.4138
49 H -1.442 24.800 -22.903  -0.0872
50 H -2.451 31.143 -24.129  0.3052
51 H -3.688 30.197 -24.301  0.2764
52 O 0.937 20.624 -17.462  -0.2601
53 H 1.407 19.805 -17.621  0.2489
54 H 0.969 21.086 -18.300  0.1870
55 O 4.188 22.446 -17.885  0.8532
56 H 3.341 22.434 -18.330  0.0580
57 H 4.310 21.548 -17.577  -0.2529
58 O -1.577 21.352 -16.538  -0.6792
59 H -0.742 21.103 -16.934  0.1830
60 H -1.951 20.526 -16.230  0.3494
61 O 1.198 27.778 -20.489  0.3286
62 H 1.800 27.433 -21.148  0.0820
63 H 0.878 27.004 -20.027  -0.4045
64 C 1.754 29.368 -14.508  0.0923
65 C 1.083 30.695 -14.804  -0.4079
66 O 0.186 31.182 -13.764  -0.5521
67 O 2.632 29.063 -15.551  -0.5480
68 H 0.980 28.608 -14.401  0.0411
69 H 2.338 29.413 -13.589  0.4183
70 H 0.684 30.661 -15.818  0.0526
71 H 1.878 31.440 -14.834  0.3283
72 H 0.622 30.937 -12.944  0.3323
73 H 2.783 28.117 -15.610  0.3253
74 C 1.696 30.716 -18.502  0.8191
75 C 1.910 30.917 -19.975  -0.4048
76 O 0.787 30.486 -20.794  -0.4409
77 O 2.815 30.970 -17.684  -0.6459
78 H 1.463 29.666 -18.330  -0.4809
79 H 0.757 31.204 -18.240  0.2570
80 H 2.732 30.285 -20.310  -0.0618
81 H 2.113 31.949 -20.261  0.3213
82 H 0.689 29.532 -20.744  0.1861
83 H 2.793 30.278 -17.019  0.4170
84 C -2.431 28.101 -18.155  -0.9283
85 C -2.546 26.640 -18.588  1.0205
86 O -3.605 25.867 -18.036  -0.6146
87 O -1.704 28.264 -16.950  -0.2636
88 H -3.427 28.518 -18.012  0.5545
89 H -2.033 28.698 -18.975  0.2059
90 H -1.650 26.067 -18.347  -0.6818
91 H -2.597 26.556 -19.674  0.2627
92 H -3.357 24.943 -17.952  0.3658
93 H -2.113 28.944 -16.411  0.1697
94 C 0.261 20.555 -23.040  0.0196
95 C -0.683 21.293 -23.925  -0.3388
96 O -1.578 20.390 -24.601  -0.4506
97 O -0.334 20.018 -21.858  -0.0701
98 H 1.054 21.247 -22.759  -0.3474
99 H 0.806 19.721 -23.483  0.1780
100 H -0.127 21.877 -24.658  0.2229
101 H -1.242 22.093 -23.441  0.0745
102 H -2.391 20.382 -24.090  0.3379
103 H -1.126 19.502 -22.026  0.1811
104 C -4.568 22.655 -17.232  -0.5458
105 C -4.464 22.423 -15.712  0.0524
106 O -5.705 21.994 -15.122  -0.5386
107 O -3.355 23.115 -17.797  -0.4715
108 H -5.369 23.376 -17.393  0.3465
109 H -4.769 21.665 -17.639  0.2764
110 H -4.123 23.346 -15.243  -0.0001
111 H -3.668 21.738 -15.419  0.1601
112 H -5.384 21.551 -14.332  0.3440
113 H -2.683 22.433 -17.733  0.3174
114 C 4.763 27.829 -20.567  -0.7247
115 C 4.777 26.304 -20.907  0.1733
116 O 3.542 25.863 -21.330  -0.1490
117 O 3.928 27.982 -19.440  -0.2786
118 H 4.442 28.437 -21.413  0.2600
119 H 5.704 28.229 -20.190  0.4376
120 H 4.886 25.610 -20.074  -0.0038
121 H 5.599 26.182 -21.613  0.3284
122 H 3.467 24.911 -21.225  -0.2713
123 H 3.123 27.600 -19.798  -0.0355
124 C 3.597 23.485 -23.451  -0.7520
125 C 4.364 22.656 -22.571  -1.6881
126 O 4.270 23.036 -21.169  0.7813
127 O 2.222 23.303 -23.230  0.3892
128 H 3.728 23.077 -24.453  0.4496
129 H 3.890 24.531 -23.543  0.4679
130 H 5.410 22.899 -22.755  0.4932
131 H 4.181 21.587 -22.677  0.1298
132 H 5.134 23.046 -20.751  -0.0744
133 H 1.818 23.921 -23.844  -0.0163
134 C 3.864 25.227 -15.811  -0.5554
135 C 4.949 25.529 -16.829  0.1986
136 O 5.787 24.413 -17.113  -0.5396
137 O 3.183 26.408 -15.315  -0.4435
138 H 4.381 24.866 -14.922  0.4216
139 H 3.203 24.412 -16.105  0.2092
140 H 5.576 26.374 -16.545  0.4168
141 H 4.412 25.811 -17.735  -0.3457
142 H 5.267 23.671 -17.432  0.2101
143 H 2.840 26.186 -14.446  0.1869

Cartesian forces (eV/Å) of the 2 atoms listed first:
-0.2557 0.3683 0.7590
-1.1122 0.3381 -0.6347

- Multiplicity: 2
- Total charge: -1
- E_tot: -3014.7374 Eh
- LUMO energy (spin up / spin down): 2.043 / 1.989 eV
- Gap between HOMO and LUMO (spin up / spin down): 1.996 / 9.215 eV